# 1
60
Properties=species:S:1:pos:R:3:forces:R:3:mulliken_charge:R:1 method="wB97M-V/def2-TZVPD" total_charge=-2 homo_ev=-3.944 gap_ev=7.43 e_tot_ev=-131077.2140 lumo_energy_ha=0.12798 e_above_lowest_kj_mol=108.4
K 0.360168 -1.853485 1.123345 0.300 -0.600 0.115 1.055
S 0.084781 0.062310 3.975537 1.165 -0.067 1.719 1.145
S -0.369379 -2.870427 -1.962859 0.850 1.683 0.923 1.295
S 0.174121 -5.163277 2.505686 0.122 0.769 0.079 1.208
S 2.831294 0.983821 -0.586787 1.431 0.611 -0.616 1.612
F -1.843837 -5.094748 -2.060662 0.230 -0.620 0.222 -0.200
F -0.437613 2.644238 3.147300 -0.124 0.459 -0.409 -0.204
F 0.024556 -4.495557 5.139166 -0.430 0.207 0.458 -0.209
F -0.243112 -6.627937 4.714685 -0.218 0.004 0.595 -0.243
F -1.987355 1.686522 4.342592 -0.215 0.646 0.041 -0.258
F 1.718694 -5.714976 4.667591 0.223 -0.203 0.209 -0.253
F -0.168456 2.438038 5.278887 -0.115 0.271 0.021 -0.228
F 4.170621 -0.010867 1.448567 -0.148 -0.128 0.346 -0.199
F 4.139942 -1.318530 -0.238856 0.875 0.164 -0.556 -0.190
F -1.873364 -3.950523 -3.856355 -0.030 0.011 -0.306 -0.234
F 5.430763 0.545636 -0.162566 0.065 -0.845 -0.734 -0.228
F -0.083675 -5.069694 -3.379499 -0.104 -0.572 -0.056 -0.217
O 3.163813 1.211372 -1.999021 -0.426 -0.603 0.936 -0.776
O 0.183746 -6.420451 1.789706 -0.107 -0.285 0.743 -0.684
O 0.078052 -0.451852 5.337355 -0.687 0.544 -0.428 -0.679
O 2.895865 2.208072 0.194004 0.169 -0.838 0.128 -0.858
O -1.414608 -2.541215 -0.976192 0.536 -0.416 -0.716 -0.717
O -0.828299 -0.647052 3.081448 0.272 1.044 -0.101 -0.788
O -1.103835 -4.457452 2.502327 0.596 -0.244 0.069 -0.671
O 1.451152 0.300689 3.521030 -1.098 0.144 -0.785 -0.637
O 0.923899 -3.211983 -1.378064 -1.220 -0.644 -0.288 -0.677
O -0.209964 -1.841561 -2.989592 -0.722 -0.556 -0.236 -0.683
O 1.343830 -4.339926 2.204716 -0.470 0.174 0.286 -0.699
O 1.652512 0.171562 -0.331657 -0.019 -0.087 -0.090 -0.715
N -0.950083 1.977920 -1.716772 -2.075 -1.107 2.487 0.888
C -0.663237 1.853753 4.188029 0.580 -2.741 0.033 0.475
C -1.081298 -4.368659 -2.853951 0.322 1.468 0.271 0.385
C 0.423317 -5.504616 4.399840 0.275 -0.330 -2.523 0.529
C -1.432847 0.794920 -0.870925 -1.758 0.326 1.121 -0.424
C -0.046613 1.373638 -2.756727 -0.051 1.432 0.263 -0.962
C 4.257679 -0.045394 0.119163 -1.520 1.171 0.737 0.435
C 0.451896 4.104340 -1.295437 1.740 -0.558 -0.420 -0.328
C 1.524327 4.654154 -0.318941 -1.533 0.761 0.852 -1.333
C -3.131290 1.304024 -2.561787 0.848 -0.615 -0.151 -0.871
C -2.272889 2.514424 -2.240010 0.688 0.919 -1.272 -0.740
C -0.251302 2.873835 -0.727180 1.124 1.030 -0.241 -0.405
C -2.752204 0.293520 -1.464088 0.486 -0.609 -1.011 -0.160
H -3.563361 0.262517 -0.740828 0.296 -0.103 0.315 0.470
H -1.950343 3.116764 -3.093873 -0.448 -0.096 -0.275 0.431
H 0.774625 0.914970 -2.208136 -0.155 -0.206 -0.353 0.100
H 1.104957 3.851373 -2.137728 -0.475 -0.339 -0.299 0.246
H 0.459583 2.211408 -0.231536 0.077 0.234 -0.009 0.031
H -0.221906 4.888655 -1.641624 -0.221 -0.027 0.145 0.398
H -2.807078 0.936041 -3.536305 -0.317 -0.141 -0.036 0.329
H -1.769125 1.114618 0.118682 0.787 0.744 0.025 0.257
H 2.117285 3.877504 0.161581 0.143 0.205 -0.760 0.319
H -0.890377 3.305424 0.044437 -0.762 -0.820 -0.148 0.465
H -0.615655 0.668487 -3.352427 0.139 -0.130 0.059 0.587
H -2.586194 -0.710886 -1.852593 -0.300 0.008 -0.048 -0.063
H 0.319970 2.233436 -3.317551 0.102 -0.334 -0.365 0.197
H -0.645645 0.096699 -0.696907 0.478 -0.458 -0.507 0.079
H 2.081496 5.422657 -0.850536 0.399 -0.171 0.085 0.406
H -4.210205 1.428778 -2.556474 0.066 0.570 -0.203 0.409
H 1.050221 5.161683 0.530671 -0.183 0.166 -0.074 0.404
H -2.787995 3.223288 -1.591910 0.549 -0.277 0.730 0.375



# 2
81
Properties=species:S:1:pos:R:3:forces:R:3:mulliken_charge:R:1 method="wB97M-V/def2-TZVPD" homo_ev=-9.314 gap_ev=1.89 e_tot_ev=-347386.2849 lumo_energy_ha=-0.27264 e_above_lowest_kj_mol=3601.9
Zn 2.484861 2.744696 -4.065917 -0.211 -0.159 0.005 0.819
Zn 0.723441 -0.594246 4.032570 0.138 -0.021 -0.111 0.796
Zn -4.382803 -0.655011 -4.565569 0.099 0.037 0.326 0.781
S -0.629355 -5.767366 6.798959 -0.664 0.753 1.518 0.472
S 0.297671 -2.267646 -1.570209 0.372 1.681 1.536 1.122
S -0.477127 0.463336 -8.693326 0.799 0.387 2.293 1.116
S -8.028625 -1.292587 -0.296556 0.311 -0.266 -1.775 1.101
S -2.936842 4.742932 -2.906333 -0.428 -1.228 -2.397 1.140
S 7.660962 -0.119955 -5.856619 -0.395 0.423 3.144 0.462
S 6.294097 -2.818664 4.289643 -0.835 0.745 1.299 1.109
S -4.378492 2.300354 4.792014 0.077 -0.154 1.765 0.516
S 3.129240 4.307394 1.563331 1.362 -3.160 -0.799 1.095
F -10.132360 0.403145 -0.721100 0.672 -0.564 1.026 -0.226
F 0.613520 -4.457189 -2.855102 -1.058 -1.292 -0.199 -0.213
F 5.859103 -5.365410 3.658113 0.609 0.173 -0.270 -0.190
F -9.716803 -0.086426 1.368068 0.173 0.599 0.490 -0.181
F 3.786144 6.905876 1.343471 -1.138 -0.427 0.161 -0.181
F 2.388463 6.506598 3.008579 1.207 -0.281 0.117 -0.205
F 7.970652 -4.992565 4.190137 -1.602 0.757 -0.956 -0.202
F 0.852426 -4.813712 -0.644786 0.786 1.374 -2.122 -0.199
F 7.188573 -4.325857 2.223182 -0.374 -0.390 1.268 -0.198
F -1.881153 1.189056 -10.879770 0.343 -0.750 -0.160 -0.211
F -4.011123 6.191729 -4.841984 -1.431 -0.281 -0.134 -0.196
F 1.603541 6.418484 1.093192 0.580 0.232 -1.210 -0.199
F -5.006320 6.484778 -2.816171 -1.027 -0.729 -0.784 -0.188
F -8.389491 1.213218 0.162206 1.239 2.274 1.126 -0.173
F -3.146707 7.293297 -3.287147 1.236 1.690 0.392 -0.226
F -0.097965 2.425564 -10.630734 0.321 -1.266 0.202 -0.221
F -1.776715 2.709268 -9.451520 -1.301 1.198 1.986 -0.209
F 2.403863 -3.876158 -2.018056 0.808 -0.098 1.377 -0.201
O -1.584872 0.241816 -7.753450 0.278 0.967 -0.718 -0.527
O -0.163318 -0.759788 -9.367823 0.351 0.197 -0.953 -0.525
O 4.408514 4.027621 2.278908 -1.755 1.213 -1.080 -0.523
O 0.692008 1.084792 -7.982887 -1.720 -0.432 -1.337 -0.517
O 0.179879 -2.055075 -0.110351 0.692 -0.138 -1.564 -0.552
O -1.036659 -2.377907 -2.135733 -0.369 -0.596 -0.393 -0.541
O 1.079757 -1.275452 -2.341050 -0.454 -1.723 1.189 -0.534
O 2.073349 3.478979 2.225737 0.820 1.887 -1.040 -0.510
O 7.250333 -1.793295 3.923727 -0.092 -0.753 -0.418 -0.496
O -1.567350 4.729756 -3.472402 -1.270 0.672 0.491 -0.510
O -3.699680 3.631447 -3.491004 0.219 0.225 -0.017 -0.553
O -0.406293 -4.419103 6.167840 -0.559 -1.339 -0.322 -0.569
O -6.918499 -1.302306 0.607990 0.386 0.530 0.796 -0.490
O 3.228766 4.038509 0.079693 -0.492 1.232 3.103 -0.555
O 6.254045 -3.045013 5.740269 0.048 -0.370 -1.258 -0.510
O -8.820264 -2.490458 -0.286857 -0.755 -0.039 0.176 -0.507
O -3.351307 1.192742 4.890192 -0.723 1.159 0.022 -0.602
O -3.018187 4.772782 -1.494874 0.203 0.486 1.653 -0.506
O 6.523651 0.394080 -4.929607 2.075 -0.544 -1.757 -0.603
O -7.522314 -1.074321 -1.692642 -0.744 0.502 1.078 -0.485
O 4.927471 -2.499876 3.793342 1.435 -0.847 -0.012 -0.471
C 8.440850 -1.456374 -4.857177 -0.347 -0.561 -0.596 -0.975
C -3.878634 3.670828 5.968737 0.660 -0.511 -0.170 -1.014
C -1.603978 -7.004043 5.818669 -0.728 0.789 -0.516 -0.925
C 6.868914 -4.509267 3.526252 0.592 0.809 0.325 0.631
C -1.086383 1.765324 -9.983241 0.932 -0.208 -1.000 0.647
C 9.159938 0.953484 -5.755072 -0.173 0.028 -1.228 -0.848
C -2.038544 -5.546800 8.051339 0.151 -1.509 0.041 -0.996
C 2.732229 6.187114 1.754592 -0.674 -0.923 0.701 0.627
C -5.741417 1.789046 5.908315 0.036 -0.388 0.001 -0.903
C -9.150110 0.199637 0.224763 -1.028 -3.013 -3.175 0.671
C 1.126547 -3.999815 -1.734491 -0.977 0.994 0.116 0.635
C -3.922271 6.272137 -3.524947 2.673 -1.044 0.709 0.637
H -3.000762 4.094585 5.480999 -0.208 0.470 0.191 0.308
H -1.799208 -7.944490 6.333977 0.366 0.289 0.614 0.356
H -6.669289 2.348027 5.787181 0.146 0.117 -0.389 0.343
H 8.925735 1.924255 -5.318223 0.026 -0.210 0.022 0.300
H -4.640291 4.385762 6.279934 -0.287 0.157 -1.052 0.386
H 8.854046 -1.211794 -3.878635 -0.878 0.702 0.156 0.361
H 9.315353 -1.928687 -5.304706 -0.269 0.022 -0.861 0.405
H 9.396111 1.045823 -6.815162 -0.018 0.643 -0.123 0.312
H -5.429739 1.905548 6.946285 0.184 -0.140 -0.095 0.285
H -2.565060 -6.512384 5.668040 -0.099 -0.156 -0.347 0.299
H -2.297064 -6.572965 8.312575 0.219 -0.357 0.028 0.326
H -5.910628 0.732533 5.700352 -0.079 0.069 -0.043 0.326
H 10.067659 0.483851 -5.376115 -0.463 -0.085 0.700 0.313
H -3.583047 3.307369 6.952928 0.315 -0.825 -0.253 0.351
H -1.768637 -5.122223 9.018285 0.521 0.476 -0.474 0.340
H -1.184992 -7.297990 4.856306 0.377 0.542 0.079 0.329
H 7.600371 -2.150281 -4.843023 0.344 -0.342 0.563 0.283
H -3.011403 -5.175071 7.729684 0.446 0.618 -0.675 0.368



# 3
33
Properties=species:S:1:pos:R:3:forces:R:3:mulliken_charge:R:1 method="wB97M-V/def2-TZVPD" homo_ev=-9.097 smiles=C#C[C@]1(O)C[C@@H](C)NC[C@]1(C)CCC#N gap_ev=9.87 e_tot_ev=-17761.9970 lumo_energy_ha=0.02854 e_above_lowest_kj_mol=44.8
O -1.754842 0.831293 -0.845377 0.133 0.084 -0.190 -0.580
N -3.403544 1.901566 1.544568 -0.503 -0.117 0.120 -0.557
N 1.852186 -1.104173 -0.360858 0.287 -0.260 0.053 -0.385
C 0.751725 -1.988924 -0.703975 -0.172 -0.227 -0.220 0.520
C -0.388570 -1.126174 -1.240691 0.115 -0.019 0.281 -1.581
C 0.411352 0.794290 0.222904 0.072 0.138 0.115 1.654
C -1.993195 -1.269659 1.813766 0.346 0.161 -0.337 -0.349
C -0.817182 -0.042951 -0.227522 0.373 -0.276 -0.431 1.563
C 1.498308 -0.186715 0.701069 -0.133 0.075 0.136 -1.709
C 0.070340 1.714932 1.409233 0.035 -0.167 -0.114 -1.290
C -1.007232 2.777835 1.143179 0.664 0.209 0.016 -0.516
C -2.340850 2.272480 1.340202 -0.425 0.142 0.124 0.328
C -1.422720 -0.710340 0.922183 -0.355 -0.170 0.237 -1.245
C 1.211853 -2.996438 -1.751188 -0.123 0.201 0.280 -1.628
C 0.957642 1.604701 -0.955926 -0.192 -0.141 0.039 -1.919
H -0.241116 1.102640 2.259924 0.084 0.078 0.014 0.420
H -0.070391 -0.628370 -2.156291 0.012 0.032 -0.047 0.376
H -2.622528 0.414367 -0.834984 -0.063 0.008 0.100 0.468
H -2.470206 -1.749356 2.615689 -0.309 -0.249 0.439 0.570
H 1.131647 -0.714358 1.601388 0.066 0.118 -0.076 0.404
H -1.252525 -1.754614 -1.469825 -0.020 0.049 -0.001 0.510
H 0.145831 2.032912 -1.536578 0.012 0.125 -0.095 0.437
H 1.545701 0.954616 -1.597155 0.038 0.041 -0.102 0.511
H -0.929055 3.161532 0.125240 -0.001 0.085 0.080 0.272
H 0.991305 2.230651 1.693436 -0.016 -0.024 -0.009 0.611
H -0.875712 3.610681 1.841781 0.001 -0.039 -0.136 0.430
H 0.381292 -3.624517 -2.061870 -0.059 -0.114 -0.043 0.376
H 2.664838 -1.649951 -0.092783 -0.074 0.063 -0.049 0.344
H 0.382069 -2.534547 0.188110 0.059 0.093 -0.172 0.249
H 1.996072 -3.634074 -1.348616 0.090 -0.108 0.007 0.408
H 1.603811 -2.472616 -2.619092 0.044 0.053 -0.123 0.374
H 2.392222 0.379312 0.975289 -0.068 0.051 0.057 0.560
H 1.601474 2.403969 -0.595229 0.081 0.104 0.044 0.376



# 4
37
Properties=species:S:1:pos:R:3:forces:R:3:mulliken_charge:R:1 method="wB97M-V/def2-TZVPD" homo_ev=-9.182 smiles="N[C@@H](Cc1ccccc1)C(=O)O.N[C@@H](CS)C(=O)O" gap_ev=9.72 e_tot_ev=-34741.4372 lumo_energy_ha=0.01962 e_above_lowest_kj_mol=154.1
S -0.870026 2.511939 1.375698 0.427 2.474 -1.114 -0.147
O -2.155878 0.123969 -0.124089 -3.702 1.091 -3.958 -0.214
O 1.158206 -1.716178 -4.112172 0.237 0.570 -0.182 -0.510
O -3.896209 1.385942 -0.737039 1.313 -0.597 2.331 -0.621
O 1.546228 -2.914366 -2.280054 0.363 1.021 -0.348 -0.574
N -2.648168 0.375759 2.608428 1.483 2.642 -0.378 -0.472
N 3.064679 0.008457 -3.640913 0.195 -2.850 -0.396 -0.724
C -3.277318 1.313729 1.680263 -2.465 0.849 0.398 0.030
C -0.284929 -1.655671 0.983448 -0.345 -0.381 0.162 -0.700
C -2.574295 2.635133 1.934348 -0.508 0.815 -1.439 -0.739
C 1.784011 0.237483 -1.579304 0.250 0.614 0.467 -1.604
C 2.109905 -0.284600 0.867286 -0.564 -0.449 0.275 -0.352
C 2.589198 -0.722891 -2.460211 0.621 -0.505 0.507 0.797
C 1.701198 -0.882154 2.058098 0.338 -0.100 0.362 -0.737
C -3.165222 0.964735 0.153972 -0.959 0.103 -1.178 0.466
C 0.128566 -1.073294 -0.203683 0.273 -0.357 -0.213 -0.529
C 1.736460 -1.899032 -2.913287 -0.637 -1.000 0.002 0.141
C 1.323264 -0.375347 -0.275778 0.264 0.048 -0.047 1.231
C 0.501393 -1.577968 2.125615 -0.032 0.355 -0.343 -0.507
H -3.062548 -0.466752 2.554480 -1.658 -3.638 -0.053 0.191
H 0.156339 -2.017370 3.049771 0.080 -0.062 0.076 0.415
H -2.612272 0.665571 3.591063 -0.182 0.202 -0.775 0.189
H -0.480443 -1.169779 -1.091676 0.003 -0.006 0.049 0.408
H 3.235574 0.920927 -3.348488 0.930 1.787 0.044 0.232
H -2.581864 2.803057 2.982896 -0.157 0.447 0.945 0.416
H -3.043866 3.521890 1.399108 0.572 -1.242 0.624 0.356
H 3.404426 -1.172749 -1.840245 -0.462 0.385 -0.424 0.299
H 2.442221 1.123277 -1.341947 -0.610 -0.779 -0.297 0.540
H 3.046875 0.225995 0.833163 0.499 0.358 -0.026 0.457
H -0.581741 1.392768 1.916169 0.395 -1.715 1.001 0.102
H 2.336358 -0.831937 2.948779 -0.198 0.093 -0.372 0.372
H 0.919862 0.599217 -2.148165 0.105 0.047 0.059 0.307
H 3.892038 -0.504408 -4.023715 -0.848 1.246 0.374 0.235
H -1.677922 0.032667 0.624181 2.817 -0.747 4.055 0.031
H -1.260443 -2.155496 1.024326 0.476 0.055 -0.067 0.477
H -4.423141 1.443467 1.890370 1.874 -0.165 -0.491 0.300
H 1.519481 -0.865988 -4.480695 -0.188 -0.608 0.369 0.440